[1]
{
  "formula": "C2H2BrF3O",
  "method": "wB97M-V/def2-TZVPD",
  "e_homo_ev": -9.78,
  "total_energy_ev": -82344.661,
  "relative_energy_kj_mol": 397.12,
  "species": ["C", "C", "O", "F", "F", "F", "Br", "H", "H"],
  "xyz": [[-1.29, -0.26, 0.66], [-1.09, -1.57, -0.02], [0.79, 0.40, -0.45], [-1.94, -2.41, 0.63], [-1.38, -1.53, -1.32], [0.20, -1.99, 0.17], [-2.39, 1.03, -0.05], [-0.85, -0.19, 1.72], [1.25, 0.95, 0.26]]
}

[2]
{
  "formula": "C2H2BrFO",
  "method": "wB97M-V/def2-TZVPD",
  "e_homo_ev": -9.86,
  "total_energy_ev": -76911.711,
  "relative_energy_kj_mol": 96.69,
  "species": ["C", "C", "O", "F", "Br", "H", "H"],
  "xyz": [[0.30, 0.67, -0.51], [-0.70, -0.82, 0.49], [-0.30, -1.09, 1.56], [-1.37, -1.50, -0.43], [1.50, 1.20, 0.84], [0.85, 0.00, -1.06], [-0.28, 1.54, -0.88]]
}

[3]
{
  "formula": "C2H2BrFO",
  "method": "wB97M-V/def2-TZVPD",
  "e_homo_ev": -10.49,
  "total_energy_ev": -76912.665,
  "smiles": "O=C[C@H](F)Br",
  "relative_energy_kj_mol": 4.61,
  "species": ["O", "C", "C", "F", "Br", "H", "H"],
  "xyz": [[1.44, 1.15, -0.53], [0.92, 0.14, -0.12], [-0.58, -0.18, 0.04], [-0.89, -1.32, -0.56], [-1.90, 1.17, -0.30], [1.52, -0.71, 0.28], [-0.51, -0.25, 1.19]]
}

[4]
{
  "formula": "C2H2BrIO",
  "method": "wB97M-V/def2-TZVPD",
  "e_homo_ev": -9.58,
  "total_energy_ev": -82295.189,
  "relative_energy_kj_mol": 126.04,
  "species": ["C", "C", "O", "Br", "I", "H", "H"],
  "xyz": [[0.50, 0.68, 0.12], [-0.41, -0.53, -0.14], [0.62, 1.86, 0.42], [2.28, 0.32, -0.03], [-2.56, -0.31, 0.01], [-0.10, -0.85, -1.13], [-0.32, -1.16, 0.74]]
}

[5]
{
  "formula": "C2H2Cl2N2",
  "method": "wB97M-V/def2-TZVPD",
  "e_homo_ev": -10.56,
  "total_energy_ev": -30128.078,
  "smiles": "ClCC1(Cl)N=N1",
  "relative_energy_kj_mol": 135.45,
  "species": ["Cl", "C", "C", "Cl", "N", "N", "H", "H"],
  "xyz": [[-1.64, -0.97, -1.14], [-0.99, -0.20, 0.30], [0.72, 0.32, -0.10], [0.82, 1.96, -0.75], [1.55, -0.76, -0.53], [1.85, -0.21, 0.53], [-1.56, 0.65, 0.41], [-0.75, -0.79, 1.29]]
}

[6]
{
  "formula": "C2H2Cl2N2O4",
  "method": "wB97M-V/def2-TZVPD",
  "e_homo_ev": [-9.37, -9.37],
  "total_energy_ev": -38311.350,
  "relative_energy_kj_mol": 231.94,
  "species": ["C", "C", "N", "N", "O", "O", "O", "O", "Cl", "Cl", "H", "H"],
  "xyz": [[0.67, -1.54, 1.01], [-0.33, 0.79, -0.09], [-1.69, 0.67, -0.58], [0.77, 0.60, -0.96], [-2.41, 1.63, -0.38], [1.87, 0.89, -0.44], [-2.02, -0.36, -1.12], [0.63, -0.02, -2.01], [2.08, -0.76, 1.07], [-0.09, 1.80, 1.28], [-0.02, -1.27, 1.78], [0.54, -2.44, 0.43]]
}

[7]
{
  "formula": "C2H2Cl2O",
  "method": "wB97M-V/def2-TZVPD",
  "e_homo_ev": -9.73,
  "total_energy_ev": -29197.045,
  "smiles": "O=CC(Cl)Cl",
  "relative_energy_kj_mol": 139.07,
  "species": ["O", "C", "C", "Cl", "Cl", "H", "H"],
  "xyz": [[1.61, -0.10, 1.05], [1.11, -0.18, 0.03], [-0.75, 0.01, -0.14], [-0.95, 1.71, 0.27], [-1.64, -1.21, 0.90], [1.63, -0.04, -0.96], [-1.00, -0.18, -1.16]]
}

[8]
{
  "formula": "C2H2Cl2O2S",
  "method": "wB97M-V/def2-TZVPD",
  "e_homo_ev": [-9.18, -10.38],
  "total_energy_ev": -42076.170,
  "relative_energy_kj_mol": 108.30,
  "spin_multiplicity": 3,
  "s_squared": 2.0198,
  "species": ["C", "C", "O", "O", "S", "Cl", "Cl", "H", "H"],
  "xyz": [[0.04, -1.22, 0.03], [1.25, -0.89, -0.23], [-2.45, 1.19, -0.65], [-0.12, 2.18, -0.66], [-1.15, 1.30, -0.08], [2.55, -2.11, -0.07], [-1.17, 1.59, 1.98], [-0.53, -2.22, 0.05], [1.59, 0.17, -0.37]]
}

[9]
{
  "formula": "C2H2Cl2OS",
  "method": "wB97M-V/def2-TZVPD",
  "e_homo_ev": [-8.14, -8.14],
  "total_energy_ev": -40030.714,
  "relative_energy_kj_mol": 294.68,
  "species": ["C", "C", "O", "S", "Cl", "Cl", "H", "H"],
  "xyz": [[-0.82, 1.53, 0.18], [0.58, -0.46, 0.10], [-0.72, 2.29, -0.70], [-0.64, -1.74, -0.16], [1.77, -0.26, -1.12], [1.22, -0.42, 1.73], [-1.41, 1.48, 1.09], [0.01, -2.42, -1.11]]
}

[10]
{
  "formula": "C2H2Cl3F",
  "method": "wB97M-V/def2-TZVPD",
  "e_homo_ev": -11.19,
  "total_energy_ev": -42391.042,
  "smiles": "F[C@H](Cl)C(Cl)Cl",
  "relative_energy_kj_mol": 22.48,
  "species": ["F", "C", "Cl", "C", "Cl", "Cl", "H", "H"],
  "xyz": [[-1.11, -1.11, -0.94], [-0.76, -0.04, -0.25], [-0.81, 1.45, -1.18], [0.61, -0.22, 0.31], [1.96, -0.23, -0.84], [0.91, 1.13, 1.43], [-1.46, 0.18, 0.59], [0.66, -1.16, 0.89]]
}

[11]
{
  "formula": "C2H2Cl3NS",
  "method": "wB97M-V/def2-TZVPD",
  "e_homo_ev": -9.26,
  "total_energy_ev": -51997.682,
  "smiles": "NC(=S)C(Cl)(Cl)Cl",
  "relative_energy_kj_mol": 76.35,
  "species": ["N", "C", "S", "C", "Cl", "Cl", "Cl", "H", "H"],
  "xyz": [[-1.37, -0.03, -0.11], [-0.16, -0.59, 0.07], [0.04, -2.18, 0.32], [1.00, 0.40, 0.02], [1.11, 0.95, -2.07], [0.76, 1.88, 0.89], [2.48, -0.36, 0.49], [-1.83, 0.69, 0.53], [-2.03, -0.76, -0.15]]
}

[12]
{
  "formula": "C2H2Cl3NS2",
  "method": "wB97M-V/def2-TZVPD",
  "e_homo_ev": -8.97,
  "total_energy_ev": -62833.514,
  "smiles": "S=C(NS)C(Cl)(Cl)Cl",
  "relative_energy_kj_mol": 0.23,
  "species": ["S", "C", "N", "S", "C", "Cl", "Cl", "Cl", "H", "H"],
  "xyz": [[1.56, -1.27, 0.80], [0.44, -0.32, 0.10], [-0.90, -0.52, 0.14], [-1.67, -1.87, 0.82], [0.78, 0.98, -0.70], [-0.01, 2.37, 0.11], [0.12, 0.82, -2.35], [2.51, 1.29, -0.81], [-1.50, 0.19, -0.22], [-1.32, -1.66, 2.12]]
}

[13]
{
  "formula": "C2H2Cl3O2S",
  "method": "wB97M-V/def2-TZVPD",
  "e_homo_ev": -4.12,
  "total_energy_ev": -54604.506,
  "total_charge": -1,
  "relative_energy_kj_mol": 100.86,
  "species": ["C", "C", "O", "O", "S", "Cl", "Cl", "Cl", "H", "H"],
  "xyz": [[0.92, 0.41, 0.02], [-0.57, 0.53, -0.09], [-0.23, -2.14, 0.95], [-1.01, -1.79, -1.38], [-1.15, -1.43, 0.02], [1.75, 1.96, 0.01], [-1.22, 1.49, 1.75], [-1.11, 1.48, -1.34], [1.25, -0.23, 0.79], [1.37, -0.28, -0.73]]
}

[14]
{
  "formula": "C2H2Cl3OP",
  "method": "wB97M-V/def2-TZVPD",
  "e_homo_ev": -8.92,
  "total_energy_ev": -51009.138,
  "smiles": "C=C(Cl)OP(Cl)Cl",
  "relative_energy_kj_mol": 227.74,
  "species": ["C", "C", "Cl", "O", "P", "Cl", "Cl", "H", "H"],
  "xyz": [[-0.91, 1.46, -0.38], [-1.01, 0.18, 0.06], [-2.54, -0.35, 0.71], [0.06, -0.77, 0.22], [1.64, -1.80, -0.27], [1.82, -2.31, 1.59], [2.77, -0.23, -0.35], [-1.77, 2.02, -0.56], [-0.06, 1.79, -1.02]]
}

[15]
{
  "formula": "C2H2Cl6",
  "method": "wB97M-V/def2-TZVPD",
  "e_homo_ev": -10.82,
  "total_energy_ev": -77240.605,
  "smiles": "ClC(Cl)Cl.ClC(Cl)Cl",
  "relative_energy_kj_mol": 22.09,
  "species": ["Cl", "C", "Cl", "Cl", "H", "Cl", "C", "Cl", "Cl", "H"],
  "xyz": [[-2.04, -3.50, 5.66], [-2.69, -4.75, 6.78], [-1.53, -6.00, 7.23], [-4.12, -5.47, 6.07], [-2.95, -4.21, 7.67], [-3.41, -1.66, 8.52], [-1.84, -0.99, 8.02], [-1.95, -0.43, 6.35], [-0.61, -2.19, 8.19], [-1.70, -0.10, 8.64]]
}

[16]
{
  "formula": "C2H2ClF2I",
  "method": "wB97M-V/def2-TZVPD",
  "e_homo_ev": -9.33,
  "total_energy_ev": -28160.749,
  "relative_energy_kj_mol": 331.53,
  "species": ["C", "C", "F", "F", "Cl", "I", "H", "H"],
  "xyz": [[0.67, -0.06, -1.39], [-0.52, 0.09, 2.34], [0.08, -1.25, -1.69], [-1.20, -0.98, 2.06], [1.21, -0.16, 0.39], [-1.59, 1.73, 1.61], [1.57, 0.03, -2.04], [-0.22, 0.59, -1.29]]
}

[17]
{
  "formula": "C2H2ClF2I",
  "method": "wB97M-V/def2-TZVPD",
  "e_homo_ev": -8.90,
  "total_energy_ev": -28158.873,
  "relative_energy_kj_mol": 512.56,
  "species": ["C", "C", "F", "F", "Cl", "I", "H", "H"],
  "xyz": [[-0.32, -0.75, -0.92], [-3.46, -1.42, 0.02], [-0.07, 0.56, -1.12], [-3.27, -1.65, 1.31], [-1.81, -1.43, -0.58], [-4.22, 0.75, 0.02], [-0.06, -1.24, -1.85], [0.39, -1.09, -0.17]]
}

[18]
{
  "formula": "C2H2ClF2NO",
  "method": "wB97M-V/def2-TZVPD",
  "e_homo_ev": -11.51,
  "total_energy_ev": -23598.332,
  "smiles": "[H]/N=C/OC(F)(F)Cl",
  "relative_energy_kj_mol": 291.60,
  "species": ["H", "N", "C", "O", "C", "F", "F", "Cl", "H"],
  "xyz": [[-0.49, 0.11, -1.53], [0.48, -0.19, -1.15], [0.57, 0.82, -0.38], [1.54, 0.72, 0.59], [2.76, 0.29, 0.35], [3.55, -0.42, 1.47], [2.50, -0.89, -0.23], [3.81, 1.29, -0.28], [-0.11, 1.72, -0.05]]
}